# 1
A 3-piece molecular cluster, C2H3F2IO2 overall in a non-equilibrium geometry, computed with ωB97M-V/def2-TZVPD.

Summary:
Structure (SMILES): O=C(F)F.C=O.I
Frontier orbital gap: 10.479 eV
Relative energy (zero: lowest compared OMol25 entry of this formula, charge and spin): 26.4 kJ/mol
Highest occupied orbital energy: -10.38 eV

Element x y z (Å)
I -3.96 -0.66 -1.73
H -0.17 -2.39 -1.09
O 3.22 1.69 0.73
H -3.91 0.30 -0.36
F 1.08 1.99 0.13
C 2.09 1.58 0.92
C 0.04 -1.42 -0.38
H -0.86 -1.26 0.18
F 1.37 1.07 1.90
O 1.10 -0.89 -0.29

Atomic partial charges in e from the Löwdin method, atoms 1 to 8:
1. I 0.3155
2. H 0.1185
3. O 0.2357
4. H -0.2892
5. F 0.1241
6. C -0.5773
7. C -0.1504
8. H 0.0470


# 2
A 2-piece molecular cluster, C4H12NO2 overall in a non-equilibrium geometry, computed with ωB97M-V/def2-TZVPD.

Summary:
Total charge: +1
Frontier orbital gap: 10.710 eV
Relative energy (zero: lowest compared OMol25 entry of this formula, charge and spin): 176.8 kJ/mol
Highest occupied orbital energy: -14.38 eV

Element x y z (Å)
C 0.05 -1.98 0.33
H 0.46 0.85 -0.97
H -0.55 -0.16 1.43
H 2.06 -0.53 1.66
H 0.97 -2.36 0.79
H 0.52 -3.38 -1.21
C 0.08 -0.47 0.60
C 1.44 0.12 1.02
H -1.27 5.09 1.19
H -1.02 1.11 -0.31
H -0.87 -0.18 -1.26
H 0.19 -1.83 -1.98
H -1.04 -2.90 -1.26
O 1.76 1.20 0.61
N -0.36 0.38 -0.57
H -0.51 5.21 -0.19
H -0.75 -2.41 0.91
O -1.11 4.67 0.34
C -0.06 -2.45 -1.13

Atomic partial charges in e from the Löwdin method, atoms 1 to 8:
1. C -0.1674
2. H 0.1618
3. H 0.1598
4. H 0.1525
5. H 0.1182
6. H 0.0904
7. C -0.2240
8. C -0.1700


# 3
C28H39CdN5O11P2S2 as an isolated structure, computed with ωB97M-V/def2-TZVPD.

Summary:
Total charge: -2
Frontier orbital gap: 5.997 eV
Relative energy (zero: lowest compared OMol25 entry of this formula, charge and spin): 112.1 kJ/mol
Highest occupied orbital energy: -2.23 eV

Element x y z (Å)
H -3.00 -2.32 3.57
O -2.31 -2.17 -1.24
C -4.10 7.96 -1.49
N 0.31 -0.36 3.17
H 0.49 -3.03 2.28
H 4.13 -3.50 -1.68
H 0.16 -2.30 -4.61
H -2.73 -3.42 -3.52
O 3.98 2.09 -1.38
C -1.11 -0.60 -4.32
C -2.32 9.03 0.53
H -1.66 -4.06 -0.74
O 1.98 3.09 -1.15
C -1.40 6.79 0.80
H -1.29 2.29 2.41
C -3.16 7.13 -0.81
C 1.40 -0.55 -4.61
N -2.34 10.14 0.82
O -2.10 -2.54 1.16
H 1.49 0.41 -4.11
H -0.74 7.19 1.55
H -3.74 5.38 -1.89
H 0.43 -2.63 -0.34
N 2.52 0.20 3.81
P 0.76 -0.66 -1.57
C 0.20 -1.33 -4.09
H -1.33 -0.56 -5.39
C 0.95 1.94 3.52
H -4.02 -3.77 0.00
Cd 0.01 2.47 -0.34
H 2.32 -1.11 -4.47
C 3.35 -1.57 -1.15
H 3.01 2.20 3.98
O -2.12 -0.13 0.28
C 3.90 -0.19 3.95
H -3.87 -5.13 -1.13
H -2.13 -5.00 -3.00
H -0.09 -4.32 1.17
H -2.34 -4.24 2.18
H -1.71 0.68 2.08
C 0.13 -1.60 -0.15
C -2.04 -3.93 -2.84
P -1.66 -1.51 0.06
H 1.26 -0.37 -5.68
C -2.39 -3.59 -1.40
H 4.28 -2.30 0.62
H 2.53 -2.39 0.69
H 3.35 -0.83 0.88
O 2.33 -0.65 -1.60
C 3.26 -2.87 -1.92
C -3.79 -4.05 -1.03
H -1.03 -3.61 -3.07
H 4.26 -1.03 -1.43
H 4.20 -0.24 5.01
C -1.96 -2.66 3.57
C -1.68 -3.37 2.28
C -0.24 -3.83 2.14
C 2.91 2.29 -0.79
C 3.36 -1.78 0.35
C -2.29 7.64 0.17
H 0.69 2.98 3.48
H 4.02 -1.18 3.53
H -0.05 -4.57 2.92
H 0.58 -1.23 0.78
S -2.28 3.22 -0.97
H 3.25 -2.70 -3.00
H -4.52 -3.57 -1.68
H -1.82 -3.34 4.41
C -2.20 4.90 -0.49
O 1.48 0.91 0.58
O 0.33 -1.72 -2.70
N -4.88 8.61 -2.04
C -1.33 5.42 0.51
H -1.29 -1.81 3.68
H -1.06 0.42 -3.93
O 1.87 -1.96 3.54
O 3.53 1.40 1.36
H -1.93 -1.11 -3.81
C 2.64 1.49 0.51
S -0.18 4.47 1.42
H 4.52 0.52 3.41
C 0.02 0.93 3.11
C 2.19 1.52 3.79
C 1.55 -0.77 3.51
O 0.20 0.66 -1.88
H 2.36 -3.43 -1.66
C -3.08 5.78 -1.13
N -1.20 1.32 2.68

Atomic partial charges in e from the Löwdin method, atoms 1 to 8:
1. H 0.0817
2. O -0.1745
3. C -0.2049
4. N 0.1667
5. H 0.0435
6. H 0.0794
7. H 0.1277
8. H 0.0863


# 4
C46H49BF9Ge2N3OsPSe2 as an isolated structure in a non-equilibrium geometry, computed with ωB97M-V/def2-TZVPD.

Summary:
Total charge: +1
Frontier orbital gap (spin up / spin down): 6.096 / 5.867 eV
Relative energy (zero: lowest compared OMol25 entry of this formula, charge and spin): 206.0 kJ/mol
Highest occupied orbital energy (spin up / spin down): -10.85 / -10.96 eV

Element x y z (Å)
C -2.46 2.95 0.05
H -0.10 -1.90 -6.31
P 1.81 1.81 0.62
C -6.37 -1.71 -3.59
H -2.19 0.94 2.75
F 7.86 -0.15 2.85
F 0.09 7.02 4.50
H 1.77 6.16 2.97
H -4.05 4.38 -0.33
C 3.18 0.54 2.64
H -2.51 -0.64 2.07
N -1.57 -2.95 1.71
N 2.03 -0.51 -1.22
C 4.28 0.07 3.33
H 4.43 2.54 -3.53
H 1.37 5.42 -2.71
H 0.22 -6.40 3.71
C 3.33 1.30 1.48
H 2.00 -5.01 2.32
H 2.29 -3.26 2.30
H 1.84 -4.07 3.82
F 2.69 5.94 -4.64
Ge -2.09 1.01 0.19
C 6.75 -0.17 3.61
H 2.19 0.31 3.02
C -3.12 -6.01 3.12
H -1.78 -1.76 -5.81
C 1.69 -4.05 2.74
C -0.25 -2.74 1.84
C 2.93 4.05 -3.24
H 5.10 -0.70 -2.34
C -3.31 0.11 -1.08
F 4.58 4.89 -4.69
C 0.30 4.80 3.73
C 5.55 0.38 2.87
H 4.16 -0.53 4.22
C 1.18 3.05 1.78
C -3.71 -2.38 -3.83
F 0.45 5.48 5.98
C -0.16 5.74 4.81
C 3.06 -0.98 -1.47
H -0.42 -4.81 -1.77
C 5.72 1.20 1.77
H -4.84 0.14 1.39
H -4.21 2.88 -1.25
C 0.15 2.68 2.63
H -0.49 0.03 -4.73
H -4.51 1.67 2.22
C 3.64 2.92 -2.88
C 1.33 5.18 2.87
H -1.80 3.34 -0.72
H -7.42 -1.44 -3.50
C 2.35 2.75 -0.85
F 2.83 4.00 -5.59
C -4.25 0.61 2.19
C 1.92 4.53 -2.42
H -4.07 -4.35 2.13
C -3.92 3.30 -0.28
H -1.07 -2.67 -0.63
F 6.54 -1.44 3.99
C 4.61 1.66 1.08
H -6.75 -3.27 -5.03
C -4.66 -3.07 -4.58
H -2.16 3.41 1.00
C -0.53 -2.67 -1.57
N 0.28 -3.82 2.43
C -6.00 -2.74 -4.45
H -4.05 -6.53 3.30
H -0.75 -3.01 -5.12
C -1.92 -4.17 2.28
H -1.08 3.26 4.30
C 1.63 3.88 -1.24
H 6.71 1.47 1.44
H 0.53 -2.56 -1.36
H -5.74 -0.23 -2.20
H 2.59 4.59 1.25
C -3.14 -4.80 2.47
C -0.77 -1.98 -5.46
Ge -1.13 -1.06 -2.57
C -2.75 0.41 1.97
B 4.46 -1.57 -1.79
H -0.32 1.70 2.53
C -0.70 -5.96 3.37
F 7.01 0.54 4.72
H -4.36 0.26 -0.84
H -4.35 -3.86 -5.25
C -0.74 -4.73 2.73
C -3.03 -0.68 -2.13
H 4.30 -2.51 -2.54
F -1.49 5.63 5.02
H -0.23 -3.97 -3.30
H 3.88 1.35 -1.46
H -4.57 0.17 3.13
H 4.76 2.31 0.23
H -1.95 -7.55 4.06
H 0.82 4.25 -0.61
Os 0.28 0.33 -0.45
C 3.34 2.26 -1.70
C -5.42 -1.03 -2.86
H 0.74 -1.10 -4.17
C -0.78 -3.96 -2.36
H -4.61 2.92 0.47
H 4.95 -1.93 -0.73
C -0.29 3.55 3.62
C 3.26 4.73 -4.54
Se 0.74 -1.18 1.52
C -4.07 -1.36 -2.95
H -2.67 -2.66 -3.94
C 1.77 4.30 1.90
Se -0.29 1.46 -2.34
C -0.33 -0.99 -4.38
H -1.83 -4.12 -2.57
H -2.19 -2.27 1.31
C -1.92 -6.59 3.56

Atomic partial charges in e from the Löwdin method, atoms 1 to 8:
1. C -0.3804
2. H 0.0809
3. P 0.9402
4. C -0.0663
5. H 0.0438
6. F 0.1539
7. F 0.1497
8. H 0.1311


# 5
A 2-piece molecular cluster, C4H13N2O overall in a non-equilibrium geometry, computed with ωB97M-V/def2-TZVPD.

Summary:
Total charge: +1
Frontier orbital gap: 10.935 eV
Relative energy (zero: lowest compared OMol25 entry of this formula, charge and spin): 151.5 kJ/mol
Highest occupied orbital energy: -14.00 eV

Element x y z (Å)
O 1.73 0.10 -3.13
H 1.12 2.54 -0.93
C -1.55 -0.65 0.82
H -2.38 -0.02 0.51
N 1.13 1.53 -0.79
H 0.98 -1.60 0.24
H -2.08 -0.02 2.78
H 1.26 1.14 -1.75
C -0.26 -0.03 0.42
H -2.37 -1.76 2.56
H 1.84 -0.80 -3.45
H -1.65 -1.58 0.25
H -0.99 1.64 -0.74
H 1.21 -0.75 1.67
C -1.71 -0.94 2.31
N 0.98 -0.69 0.69
C -0.19 1.10 -0.26
H 1.86 1.24 -0.15
H 1.84 0.66 -3.90
H -0.77 -1.09 2.85

Atomic partial charges in e from the Löwdin method, atoms 1 to 8:
1. O -0.0376
2. H 0.1664
3. C -0.1925
4. H 0.1142
5. N 0.1836
6. H 0.1063
7. H 0.0832
8. H 0.1024


# 6
C9H27BeClN3O5 as an isolated structure in a non-equilibrium geometry, computed with ωB97M-V/def2-TZVPD.

Summary:
Total charge: +3
Frontier orbital gap: 1.715 eV
Highest occupied orbital energy: -16.57 eV

Element x y z (Å)
N 1.25 0.01 -0.62
H 0.68 0.32 -3.76
H 1.13 -2.70 -1.29
H 3.31 -1.72 0.19
C 1.39 0.95 -3.23
O -0.70 -1.02 3.36
O -2.85 -0.42 3.95
H 0.69 -1.44 0.42
C 2.57 0.18 -2.63
H -5.56 0.40 0.95
H -1.14 -0.95 -1.02
C 0.11 0.83 -1.02
C -1.09 0.01 -1.54
H 2.01 0.71 3.50
C -0.26 1.71 0.16
H 3.28 0.93 -2.29
H -0.91 2.55 -0.05
H -5.64 -1.30 0.99
H -0.29 2.17 -2.68
O -2.40 -2.60 3.15
O -2.34 -0.67 1.71
H 2.24 -2.60 -2.65
C 2.11 -0.74 -1.46
H 1.21 2.59 -1.89
H 0.55 1.44 3.64
O 1.05 -0.55 0.63
H -0.68 1.08 0.96
N 1.35 1.31 3.00
H -2.04 0.47 -1.28
H 3.01 -0.39 -3.45
H 1.79 2.20 2.74
H -1.05 -0.24 -2.60
Be -3.22 0.43 6.59
H 0.97 0.81 2.19
H 3.92 -0.15 -0.51
H -4.23 -0.48 1.39
C 0.57 1.75 -2.17
H -5.69 -0.44 2.37
H 4.16 -1.61 -1.29
Cl -2.05 -1.23 3.01
C 1.51 -2.04 -2.08
H 1.83 1.66 -3.94
H 0.67 -1.82 -2.75
N -5.27 -0.46 1.44
H 0.63 2.18 0.59
C 3.41 -1.10 -0.70

Atomic partial charges in e from the Löwdin method, atoms 1 to 8:
1. N 0.0497
2. H 0.1109
3. H 0.1009
4. H 0.0936
5. C -0.1457
6. O -0.3319
7. O -0.4890
8. H 0.1501